Entry 1:
{
  "formula": "C8H9N2O4",
  "method": "ωB97M-V/def2-TZVPD",
  "symbols": ["O", "O", "O", "O", "N", "N", "C", "C", "C", "C", "C", "C", "C", "C", "H", "H", "H", "H", "H", "H", "H", "H", "H"],
  "positions_angstrom": [[1.18335, -1.22460, 2.25751], [-0.03313, 2.14040, -0.60357], [-0.66156, 1.48524, -3.07069], [-1.37725, -0.51351, -3.38958], [0.61613, 0.46405, 0.83504], [-0.83524, 0.32899, -2.65219], [-0.35493, -0.09984, -1.40003], [0.91645, 1.57767, 1.74047], [0.10111, 0.94140, -0.46689], [0.26216, -1.79192, 0.17790], [-0.37517, -2.64276, -2.04422], [0.67574, -0.88953, 1.18779], [-0.22252, 2.18214, 2.59346], [-0.21667, -1.45228, -1.04041], [-1.42136, -2.46060, -2.34564], [1.23206, 2.55269, 1.17636], [0.48636, -2.85134, 0.58919], [-0.98339, 2.61909, 2.08038], [1.67486, 1.15972, 2.31998], [0.26638, -2.48660, -2.90986], [0.14220, 2.87325, 3.23374], [-0.32759, -3.44495, -1.42098], [-0.74799, 1.53328, 3.15226]],
  "spin_multiplicity": 1,
  "smiles": "CCN1C(=O)C=C(C)C(=[N+]([O-])[O-])C1=O",
  "e_above_lowest_kcal_mol": 71.4,
  "total_charge": -1,
  "max_force_ev_per_a": 4.983
}

***

Entry 2:
{
  "formula": "C13H16ClNO2S",
  "method": "ωB97M-V/def2-TZVPD",
  "symbols": ["Cl", "S", "O", "O", "N", "C", "C", "C", "C", "C", "C", "C", "C", "C", "C", "C", "C", "C", "H", "H", "H", "H", "H", "H", "H", "H", "H", "H", "H", "H", "H", "H", "H", "H"],
  "positions_angstrom": [[4.75956, 1.78178, -0.68791], [-0.68889, -1.96673, 0.85886], [-3.00455, -1.12172, -1.75626], [-2.32397, 2.52336, 1.11422], [-1.83544, 0.58031, -0.86779], [-1.99510, -0.71535, -1.21475], [2.64355, -1.59166, -0.70782], [3.70486, 0.49477, -0.22126], [2.00322, -1.56696, 0.52609], [-0.73840, 1.17825, -0.14077], [-0.83437, -1.65457, -0.93677], [-1.24257, 1.63089, 1.23698], [3.07540, 0.53792, 1.01458], [2.22790, -0.48961, 1.37914], [3.49552, -0.56779, -1.08464], [1.02797, -2.62807, 0.90677], [-3.39475, 1.93259, 0.41054], [-2.95876, 1.49141, -0.98983], [2.48508, -2.42327, -1.37950], [0.11143, -1.24332, -1.29050], [1.07221, -3.49095, 0.24356], [-3.76734, 0.97071, -1.50297], [-0.45934, 2.16887, 1.77305], [-0.39485, 2.05574, -0.70177], [1.15905, -2.94848, 1.93902], [-4.17697, 2.69040, 0.35180], [-1.54305, 0.74378, 1.81525], [-3.77081, 1.05872, 0.96350], [-1.04557, -2.60373, -1.43006], [3.99076, -0.59296, -2.04233], [1.72225, -0.45781, 2.33275], [3.24791, 1.36908, 1.67950], [0.09399, 0.49093, -0.01741], [-2.64595, 2.36351, -1.57325]],
  "spin_multiplicity": 1,
  "smiles": "O=C(CSCc1ccc(Cl)cc1)N1CCOCC1",
  "e_above_lowest_kcal_mol": 6.5,
  "max_force_ev_per_a": 0.687
}

***

Entry 3:
{
  "formula": "C17H18F5N4OOsS",
  "method": "ωB97M-V/def2-TZVPD",
  "symbols": ["Os", "S", "F", "F", "F", "F", "F", "O", "N", "N", "N", "N", "C", "C", "C", "C", "C", "C", "C", "C", "C", "C", "C", "C", "C", "C", "C", "C", "C", "H", "H", "H", "H", "H", "H", "H", "H", "H", "H", "H", "H", "H", "H", "H", "H", "H", "H"],
  "positions_angstrom": [[-0.39509, 0.10416, 0.36299], [-1.14405, 1.99570, 1.59718], [-0.88366, 6.97654, 1.09634], [0.88987, 2.12985, -0.70241], [0.88925, 6.79194, -0.93280], [-1.78318, 4.69461, 2.24373], [1.76579, 4.42843, -1.82214], [-1.67714, 0.32949, -1.19820], [0.88012, -0.46540, 1.78375], [3.47069, -1.68363, 4.75689], [-0.26031, -1.40517, -1.26625], [-2.39574, -1.51315, -2.37551], [-2.25075, -2.95620, -2.70691], [-0.49499, 3.35328, 0.80899], [0.90031, 4.46026, -0.84433], [0.42969, 3.32661, -0.25907], [-3.69473, -0.90427, -2.73347], [-0.92801, 4.64377, 1.25974], [-1.52367, -0.85815, -1.69564], [-0.86500, -3.49882, -2.40303], [2.23406, -0.24894, 1.68324], [-0.47601, 5.80842, 0.68208], [3.11440, -0.63387, 2.63468], [-0.32031, -2.89508, -1.11761], [0.43958, 5.72309, -0.37132], [0.42147, -1.09881, 2.91720], [0.84720, -0.97610, -2.19159], [2.64515, -1.29622, 3.80982], [1.23820, -1.51505, 3.91031], [-2.51039, -3.07382, -3.75755], [0.77312, -1.48601, -3.14936], [0.81670, -2.00361, 4.77852], [-3.71619, 0.13474, -2.42510], [2.57392, 0.25978, 0.78930], [-0.96810, -3.11780, -0.26754], [-0.18510, -3.31376, -3.23353], [3.14045, -2.14843, 5.59131], [0.78728, 0.09763, -2.35766], [4.46668, -1.52652, 4.69127], [-0.92954, -4.58163, -2.30010], [-0.64987, -1.24613, 2.98768], [-4.48766, -1.46406, -2.23996], [1.79187, -1.22992, -1.71630], [-3.81265, -0.97825, -3.81253], [-3.01689, -3.46275, -2.11625], [0.68455, -3.24338, -0.88837], [4.16866, -0.43338, 2.49955]],
  "spin_multiplicity": 5,
  "e_above_lowest_kcal_mol": 0.0,
  "s2": 6.043,
  "total_charge": 3,
  "max_force_ev_per_a": 0.110
}

***

Entry 4:
{
  "formula": "C31H45BrN2P2Ti",
  "method": "ωB97M-V/def2-TZVPD",
  "symbols": ["Br", "Ti", "P", "P", "N", "N", "C", "C", "C", "C", "C", "C", "C", "C", "C", "C", "C", "C", "C", "C", "C", "C", "C", "C", "C", "C", "C", "C", "C", "C", "C", "C", "C", "C", "C", "C", "C", "H", "H", "H", "H", "H", "H", "H", "H", "H", "H", "H", "H", "H", "H", "H", "H", "H", "H", "H", "H", "H", "H", "H", "H", "H", "H", "H", "H", "H", "H", "H", "H", "H", "H", "H", "H", "H", "H", "H", "H", "H", "H", "H", "H", "H"],
  "positions_angstrom": [[2.94040, -2.34598, 1.35351], [0.46811, -0.11843, 0.89397], [-1.86116, 0.16076, 1.76257], [1.98201, 1.77777, 1.69320], [-0.16434, -2.51704, 1.29505], [-0.14627, 0.94481, -9.19887], [0.18319, -3.35381, 0.29443], [-0.79842, -3.14069, 2.33523], [-0.28509, -4.63873, 0.12009], [0.63710, 1.84627, -7.10790], [0.52639, 2.58601, 2.34496], [-0.32536, -0.22175, -8.57580], [2.71561, 3.43369, -0.54543], [-2.42692, 1.44875, 4.32480], [3.06471, 0.68620, 2.59697], [-0.03155, -0.42046, -7.21070], [0.88589, 0.40654, -1.62943], [0.31288, 1.97667, -8.47476], [-3.36658, -0.87287, 1.53354], [0.52494, 0.61002, -6.41972], [-2.41369, 1.79410, 1.09606], [-1.28613, -4.46206, 2.25634], [1.33135, 0.30365, -3.86839], [0.88523, 0.45625, -5.00834], [2.20624, -1.27162, -0.30116], [-4.63553, -0.29199, 2.14440], [-1.04953, -5.22835, 1.10495], [4.48074, 1.20014, 2.86393], [-1.48277, -6.63963, 0.87730], [-3.10335, 1.74759, -0.26409], [1.89256, 0.15855, -2.61943], [2.33475, 2.01939, -0.03013], [3.31293, -1.11619, -1.14486], [-1.75377, 0.27135, 3.64202], [0.82693, -0.83757, -0.88608], [3.13443, -0.48118, -2.37092], [0.54004, 3.61147, 3.49419], [3.06926, 1.27728, -0.39341], [4.44886, 2.13817, 3.43615], [0.86426, -3.03162, -0.49083], [1.06433, 3.26209, 4.40014], [-3.48164, -0.99912, 0.44918], [1.01482, 2.71765, -6.56832], [-1.11854, -7.30375, 1.66244], [3.17044, -0.20047, 1.93704], [5.05953, 0.44058, 3.41798], [-4.68303, -0.45529, 3.22879], [-3.02465, 2.30933, 1.85035], [-0.68372, 0.24898, 3.90008], [-1.85501, -4.89268, 3.08077], [-0.12264, -1.42166, -1.00096], [-1.05035, -6.97374, -0.07691], [4.27879, -1.49448, -0.80097], [-4.11340, 1.32299, -0.20448], [-2.16259, -0.67807, 4.01306], [-0.50068, 3.84915, 3.78270], [-1.97961, 2.41474, 4.04993], [-3.14704, -1.86857, 1.94370], [1.35747, 1.75378, -0.55368], [-2.31304, 1.29866, 5.40468], [-0.00679, -5.15707, -0.79205], [-0.08853, 1.69285, 2.69169], [0.04706, 3.08213, 1.49471], [-2.56525, -6.77356, 0.80210], [-4.75388, 0.78450, 1.96975], [-1.50225, 2.39448, 0.99182], [5.00527, 1.42229, 1.92050], [-0.72037, -1.02361, -9.21174], [-2.55209, 1.16938, -1.02394], [0.00927, 1.04283, -1.85505], [2.91870, 3.35412, -1.63141], [1.01646, 4.55553, 3.19573], [-3.50146, 1.49507, 4.10304], [1.89175, 4.15339, -0.39717], [2.56013, 0.34569, 3.51566], [0.43724, 2.94068, -8.99808], [-0.22820, -1.38797, -6.77999], [3.60549, 3.81928, -0.01966], [3.91317, -0.50354, -3.12942], [-0.96502, -2.57211, 3.25869], [-5.48670, -0.80663, 1.68307], [-3.18178, 2.77671, -0.62718]],
  "total_energy_ha": -5422.06108,
  "spin_multiplicity": 1,
  "total_charge": 4,
  "max_force_ev_per_a": 3.040
}

***

Entry 5:
{
  "formula": "C7H12CaF6N3O18S6",
  "method": "ωB97M-V/def2-TZVPD",
  "symbols": ["Ca", "S", "S", "S", "S", "S", "S", "F", "F", "F", "F", "F", "F", "O", "O", "O", "O", "O", "O", "O", "O", "O", "O", "O", "O", "O", "O", "O", "O", "O", "O", "N", "N", "N", "C", "C", "C", "C", "C", "C", "C", "H", "H", "H", "H", "H", "H", "H", "H", "H", "H", "H", "H"],
  "positions_angstrom": [[-11.86492, 17.96388, -9.20449], [-13.43886, 14.95982, -7.99878], [-12.30112, 20.80899, -11.76098], [-8.50540, 17.48236, -8.68815], [-8.85577, 18.48762, -10.94054], [-11.53533, 14.48194, -9.43473], [-12.16366, 22.87276, -10.38170], [-11.11180, 24.06680, -10.15798], [-11.37056, 20.20781, -12.90310], [-9.38756, 17.59595, -7.31491], [-14.10063, 16.28077, -7.40878], [-10.69609, 15.23566, -10.60474], [-9.97675, 17.92692, -11.94317], [-7.68199, 17.78044, -11.33072], [-8.98568, 19.88521, -11.17923], [-12.36849, 22.29614, -9.08220], [-12.82234, 14.37234, -6.85841], [-12.35678, 19.69513, -10.84983], [-12.76178, 18.04855, -5.49629], [-8.24821, 16.07666, -8.68226], [-14.78494, 20.78119, -9.76763], [-13.24931, 23.63064, -10.95336], [-15.76549, 19.90252, -8.00250], [-13.44906, 21.19312, -12.52177], [-10.77495, 18.91343, -5.15034], [-10.50924, 14.11417, -8.51267], [-13.95551, 18.93243, -8.92775], [-14.47934, 14.23865, -8.64967], [-12.12096, 13.49514, -10.27707], [-7.38814, 18.34118, -8.48102], [-11.75305, 19.14403, -7.16222], [-12.35214, 15.75001, -9.02237], [-11.23938, 22.03298, -11.37098], [-9.70534, 17.92120, -9.59292], [-15.91099, 18.84406, -7.06464], [-15.68674, 21.88249, -9.66827], [-14.80171, 19.79959, -8.90750], [-11.16929, 18.45046, -3.86497], [-12.65934, 16.36631, -3.80646], [-11.75749, 18.75433, -6.03318], [-12.56384, 17.85083, -4.09403], [-15.45216, 22.41252, -8.74591], [-15.75902, 17.87132, -7.52444], [-12.61292, 16.19071, -2.72674], [-15.53281, 22.49147, -10.55233], [-15.23216, 18.93903, -6.21984], [-11.83978, 15.80912, -4.26002], [-11.21728, 19.26446, -3.14126], [-16.94069, 18.87660, -6.71635], [-13.60254, 15.91470, -4.11162], [-10.41077, 17.74438, -3.53002], [-13.34290, 18.40002, -3.56480], [-16.74179, 21.60378, -9.64094]],
  "spin_multiplicity": 1,
  "e_above_lowest_kcal_mol": 0.0,
  "total_charge": -1,
  "max_force_ev_per_a": 7.533
}

***

Entry 6:
{
  "formula": "C16H39N4O6S3",
  "method": "ωB97M-V/def2-TZVPD",
  "symbols": ["S", "S", "S", "O", "O", "O", "O", "O", "O", "N", "N", "N", "N", "C", "C", "C", "C", "C", "C", "C", "C", "C", "C", "C", "C", "C", "C", "C", "C", "H", "H", "H", "H", "H", "H", "H", "H", "H", "H", "H", "H", "H", "H", "H", "H", "H", "H", "H", "H", "H", "H", "H", "H", "H", "H", "H", "H", "H", "H", "H", "H", "H", "H", "H", "H", "H", "H", "H"],
  "positions_angstrom": [[1.47752, 2.10372, 0.13336], [4.36530, 2.77085, -0.65673], [-2.10012, 3.45963, -0.71256], [-3.94948, 4.70743, 1.71837], [5.42466, 1.97546, -1.32116], [3.64624, 3.69746, -1.54438], [-7.55253, 0.48666, 1.95955], [8.44813, -3.92634, -1.58940], [2.48984, -1.33332, -1.39876], [6.96536, -3.33757, 0.03022], [-6.81700, -0.93530, 0.35021], [-5.65143, 3.87575, 2.97014], [3.80274, -2.47463, -2.86790], [2.97372, -2.37910, -1.82122], [-4.88751, 4.03592, 4.19469], [-7.43941, -0.63404, 1.51040], [4.33814, -3.75239, -3.30992], [-0.86454, 0.99150, -1.00705], [-6.24681, 0.14778, -0.42445], [7.60556, -3.17814, -1.15301], [5.96132, -2.40124, 0.48391], [4.17793, -1.26317, -3.58170], [0.54038, 0.65547, -0.47650], [-6.70829, -2.29625, -0.13828], [-7.00997, 3.35593, 3.05655], [-5.07221, 4.22622, 1.80974], [7.30029, -4.48289, 0.86039], [3.22440, 1.51809, 0.04474], [-1.75393, 1.78145, -0.01320], [-7.19507, -2.37510, -1.11241], [-1.37101, 1.82104, 1.01516], [-2.72642, 4.09833, 0.34287], [5.82417, -1.60412, -0.24714], [-7.59453, 4.02785, 3.68890], [4.97308, 3.39150, 0.41621], [8.35990, -4.45181, 1.11658], [3.23406, 0.67873, -0.67692], [-3.97720, 3.43609, 4.14004], [4.03258, -3.93627, -4.34074], [0.54911, -0.11921, 0.29780], [6.27137, -1.96285, 1.43570], [-5.78064, -0.24107, -1.32772], [-7.85240, -1.51576, 2.02398], [-7.47325, 3.29625, 2.07497], [-2.72025, 1.27580, 0.02821], [5.42773, -3.72886, -3.25536], [-7.18497, -2.98945, 0.55176], [-5.48114, 3.71881, 5.04805], [-1.35262, 0.02630, -1.20155], [3.61049, 1.13520, 0.99674], [1.25976, 2.24872, 1.48348], [4.85102, -1.50515, -4.39929], [2.75542, -3.34918, -1.35316], [-5.65398, -2.56548, -0.23957], [-7.02957, 0.85760, -0.69573], [4.67213, -0.57052, -2.89717], [1.15488, 0.24558, -1.31006], [5.01338, -2.92983, 0.61922], [-0.80927, 1.50763, -1.97221], [7.10648, -5.40411, 0.30906], [7.27892, -2.27913, -1.70375], [3.96966, -4.56098, -2.68147], [-5.50370, 0.67125, 0.17797], [-5.71652, 4.06435, 0.93241], [6.70556, -4.47164, 1.77097], [3.28361, -0.77938, -3.97748], [-4.60402, 5.08237, 4.31590], [-6.99506, 2.36157, 3.49971]],
  "spin_multiplicity": 1,
  "e_above_lowest_kcal_mol": 0.0,
  "total_charge": 1,
  "max_force_ev_per_a": 4.459
}

***

> What is the formula in the fifth record?

C7H12CaF6N3O18S6